Record 1
C21H17Cl2MnN5O2S as an isolated structure in a non-equilibrium geometry. Source: the Open Molecules 2025 dataset; level of theory: the ωB97M-V functional and the def2-TZVPD basis.

```
! wB97M-V def2-TZVPD RIJCOSX def2/J DEFGRID3
* xyz 1 5
Mn -1.34 2.76 -0.76
N -1.03 4.59 -4.63
C -1.22 3.85 -3.55
S -1.22 4.66 -1.99
N -1.41 2.56 -3.66
N -1.62 1.95 -2.49
C -1.96 0.70 -2.49
C -2.39 0.15 -1.23
C -2.80 -1.15 -1.02
C -3.35 -1.50 0.20
C -3.46 -0.54 1.19
C -2.98 0.73 0.94
N -2.45 1.07 -0.23
H -0.92 5.59 -4.53
H -1.03 4.18 -5.54
H -1.99 0.16 -3.43
H -2.71 -1.88 -1.83
H -3.70 -2.51 0.38
H -3.92 -0.76 2.15
H -3.03 1.52 1.69
Cl 0.25 -3.19 2.05
C 0.89 -3.17 0.44
C 1.06 -4.36 -0.24
C 1.48 -4.35 -1.55
C 1.69 -3.15 -2.21
C 1.51 -1.96 -1.53
Cl 1.78 -0.46 -2.37
C 1.17 -1.93 -0.17
N 1.06 -0.72 0.53
C 1.80 -0.40 1.68
C 2.89 -1.19 2.04
C 3.64 -0.92 3.17
C 3.33 0.17 3.96
C 2.27 0.98 3.60
C 1.48 0.73 2.48
C 0.25 1.61 2.33
C -0.06 2.40 1.09
O -1.05 3.22 1.10
O 0.54 2.23 -0.01
H 0.84 -5.29 0.27
H 1.65 -5.28 -2.07
H 2.01 -3.13 -3.24
H 0.90 0.09 -0.05
H 3.16 -2.01 1.40
H 4.47 -1.56 3.42
H 3.89 0.38 4.86
H 2.03 1.83 4.22
H 0.25 2.35 3.13
H -0.64 0.98 2.51
*
```

HOMO energy (alpha / beta) = -10.35 / -10.36 eV
orbital gap (alpha / beta) = 0.1975 / 0.1995 hartree
⟨S²⟩ = 6.09
DFT total energy = -3704.1508 Ha

Record 2
C15H29Cl12N3O3 as an isolated structure in a non-equilibrium geometry. Source: the Open Molecules 2025 dataset; level of theory: the ωB97M-V functional and the def2-TZVPD basis.

```
! wB97M-V def2-TZVPD RIJCOSX def2/J DEFGRID3
* xyz 0 1
Cl -1.61 -1.87 -2.96
C -0.09 -1.54 -3.69
C 0.84 -2.76 -3.33
Cl 1.24 -2.79 -1.60
H 0.32 -0.65 -3.20
H -0.24 -1.47 -4.76
H 1.79 -2.87 -3.84
H 0.27 -3.66 -3.57
Cl -0.27 1.53 2.17
C -1.29 2.38 3.29
C -2.58 2.90 2.65
Cl -3.64 1.62 2.03
H -0.67 3.19 3.67
H -1.55 1.70 4.10
H -2.49 3.58 1.81
H -3.15 3.41 3.43
C -0.35 1.30 -0.33
O -0.59 1.48 -1.56
N -0.01 0.05 0.14
C 0.50 -0.18 1.49
C 0.13 -1.17 -0.70
H -0.31 2.03 0.49
H -0.25 -0.66 2.12
H 0.71 0.72 2.07
H 1.41 -0.78 1.52
H -0.22 -1.07 -1.73
H 1.17 -1.47 -0.62
H -0.50 -1.94 -0.24
C -0.77 -3.67 4.23
O -0.48 -3.28 5.36
N -0.28 -3.10 3.09
C -0.82 -3.35 1.69
C 0.50 -1.92 3.08
H -1.51 -4.41 3.88
H -1.37 -4.29 1.66
H -0.04 -3.33 0.93
H -1.49 -2.58 1.33
H 1.38 -2.03 2.44
H -0.02 -1.00 2.82
H 0.89 -1.74 4.08
C 2.04 2.29 -3.71
O 2.83 2.54 -4.61
N 1.57 3.17 -2.83
C 0.54 2.77 -1.93
C 2.10 4.52 -2.78
H 1.53 1.32 -3.59
H 0.71 3.19 -0.94
H 0.40 1.70 -1.78
H -0.47 2.96 -2.32
H 2.79 4.69 -1.95
H 2.43 4.97 -3.71
H 1.33 5.25 -2.54
C -3.00 -1.16 1.43
Cl -4.59 -0.29 1.72
Cl -3.15 -2.80 2.04
Cl -2.67 -1.32 -0.29
Cl -1.66 -0.35 2.16
C 2.54 0.07 -1.58
Cl 0.99 0.05 -2.43
Cl 2.40 0.85 0.02
Cl 3.05 -1.68 -1.29
Cl 3.75 0.92 -2.52
*
```

HOMO energy = -7.15 eV
orbital gap = 0.2509 hartree
ΔE to the lowest compared entry with this formula, charge and spin = 1056.55 kcal/mol
DFT total energy = -6499.5484 Ha